Entry 1:
Molecular formula: C59H54BF17NO2
Method: DFT, ωB97M-V/def2-TZVPD

The geometry in ORCA input format:
```
! RIJCOSX wB97M-V def2-TZVPD def2/J DEFGRID3
* xyz -1 1
C -0.78 -0.69 0.17
C -1.32 -1.33 -0.90
C -1.60 -0.70 -2.25
C -2.21 0.69 -2.02
O -1.23 1.64 -1.69
B -1.36 2.82 -2.60
C -0.96 4.23 -1.90
C -2.12 5.07 -1.35
N -2.50 4.72 0.05
O -2.77 2.71 -3.15
C -2.87 1.33 -3.26
C -4.20 0.82 -3.79
F -4.75 1.70 -4.65
F -3.96 -0.33 -4.50
C -5.30 0.39 -2.79
F -4.87 -0.64 -2.04
F -6.33 -0.09 -3.54
C -5.96 1.47 -1.87
F -6.17 2.61 -2.54
F -7.18 0.98 -1.51
C -5.25 1.81 -0.54
F -5.01 0.70 0.17
F -4.14 2.49 -0.73
F -6.08 2.58 0.19
H -1.34 -0.54 1.09
H 0.21 -0.24 0.17
H -1.61 -2.38 -0.78
H -0.72 -0.60 -2.89
H -2.33 -1.35 -2.74
H -2.88 0.59 -1.16
H -0.63 2.68 -3.63
H -0.32 3.97 -1.04
H -0.35 4.86 -2.55
H -1.88 6.13 -1.36
H -3.02 4.92 -1.95
H -1.80 5.13 0.65
H -2.37 3.72 0.16
H -2.17 1.05 -4.08
F -12.31 -3.49 0.98
C -11.35 -2.81 0.32
C -11.54 -2.50 -1.01
C -10.54 -1.79 -1.67
C -9.38 -1.42 -1.01
C -9.21 -1.75 0.33
C -10.20 -2.45 1.01
H -12.45 -2.80 -1.51
H -10.67 -1.53 -2.71
H -8.60 -0.88 -1.53
H -8.31 -1.47 0.85
H -10.10 -2.71 2.05
F 1.92 -1.74 -0.64
C 2.58 -2.42 0.32
C 3.78 -1.91 0.77
C 4.47 -2.62 1.75
C 3.95 -3.80 2.25
C 2.74 -4.29 1.77
C 2.04 -3.59 0.80
H 4.17 -0.99 0.36
H 5.41 -2.24 2.11
H 4.49 -4.35 3.01
H 2.33 -5.21 2.16
H 1.09 -3.94 0.42
F 7.20 -1.44 3.25
C 7.87 -2.12 4.20
C 9.08 -1.62 4.64
C 9.76 -2.32 5.63
C 9.24 -3.50 6.14
C 8.02 -3.98 5.68
C 7.32 -3.29 4.70
H 9.47 -0.71 4.22
H 10.71 -1.94 5.99
H 9.78 -4.04 6.91
H 7.61 -4.90 6.07
H 6.37 -3.63 4.32
F 5.76 -0.81 -1.15
C 5.74 -0.57 -2.49
C 4.59 -0.05 -3.05
C 4.58 0.20 -4.42
C 5.70 -0.08 -5.19
C 6.84 -0.61 -4.59
C 6.86 -0.86 -3.23
H 3.73 0.16 -2.43
H 3.70 0.62 -4.88
H 5.69 0.11 -6.25
H 7.71 -0.84 -5.19
H 7.74 -1.27 -2.74
F 3.93 -3.01 -6.84
C 2.98 -3.32 -5.93
C 1.87 -4.03 -6.35
C 0.90 -4.35 -5.41
C 1.05 -3.96 -4.08
C 2.17 -3.25 -3.69
C 3.15 -2.92 -4.62
H 1.77 -4.32 -7.38
H 0.02 -4.91 -5.71
H 0.28 -4.20 -3.36
H 2.29 -2.93 -2.67
H 4.04 -2.38 -4.34
F -2.60 1.40 3.27
C -3.67 1.65 4.06
C -4.93 1.59 3.49
C -6.03 1.84 4.30
C -5.86 2.17 5.64
C -4.58 2.23 6.18
C -3.47 1.97 5.39
H -5.03 1.34 2.45
H -7.02 1.79 3.87
H -6.72 2.37 6.26
H -4.44 2.48 7.22
H -2.46 2.00 5.78
F 1.93 2.45 2.54
C 1.60 1.68 3.60
C 0.44 0.93 3.55
C 0.11 0.15 4.64
C 0.92 0.13 5.77
C 2.08 0.90 5.80
C 2.42 1.68 4.70
H -0.18 0.96 2.66
H -0.79 -0.46 4.61
H 0.66 -0.48 6.62
H 2.71 0.90 6.67
H 3.32 2.29 4.70
F 2.30 1.52 -0.74
C 2.90 2.72 -0.94
C 3.40 3.39 0.16
C 4.02 4.62 -0.05
C 4.12 5.15 -1.33
C 3.60 4.45 -2.41
C 2.99 3.22 -2.22
H 3.30 2.96 1.14
H 4.42 5.16 0.80
H 4.60 6.10 -1.48
H 3.68 4.86 -3.41
H 2.57 2.66 -3.05
*
```

- HOMO-LUMO gap (eV) = 6.49
- DFT total energy (eV) = -114518.2428
- strongest force on any atom (Eh/bohr) = 0.0368

Entry 2:
Molecular formula: C22H24N11O2S3Tl
Method: DFT, ωB97M-V/def2-TZVPD

The geometry in ORCA input format:
```
! RIJCOSX wB97M-V def2-TZVPD def2/J DEFGRID3
* xyz 2 1
Tl 0.51 -0.31 0.64
C -4.00 -2.52 -0.39
N -3.84 -1.44 0.58
C -4.80 -0.48 0.83
C -4.28 0.39 1.71
N -2.99 -0.04 2.00
C -2.73 -1.15 1.27
S -1.33 -2.14 1.33
C -2.14 0.62 2.91
C -2.67 1.05 4.12
C -1.85 1.73 5.00
C -0.54 1.99 4.63
C -0.10 1.51 3.41
N -0.87 0.82 2.57
H -4.96 -3.00 -0.24
H -3.20 -3.24 -0.26
H -3.96 -2.11 -1.40
H -5.77 -0.51 0.37
H -4.69 1.30 2.11
H -3.69 0.82 4.37
H -2.23 2.06 5.96
H 0.12 2.55 5.27
H 0.92 1.68 3.08
C 5.04 0.09 3.95
C 4.73 -0.80 2.81
N 5.48 -1.74 2.35
N 4.79 -2.29 1.31
C 3.61 -1.72 1.10
S 2.49 -2.12 -0.08
N 3.55 -0.75 2.06
N 2.49 0.13 2.22
H 6.04 -0.15 4.30
H 4.35 -0.08 4.78
H 5.00 1.14 3.67
H 5.19 -3.07 0.80
H 2.74 1.06 1.89
H 2.22 0.16 3.20
N -1.32 -2.20 -6.35
C -1.39 -1.40 -5.25
C -1.51 -0.01 -5.39
C -1.58 0.80 -4.27
C -1.55 0.22 -3.01
C -1.39 -1.16 -2.85
C -1.32 -1.96 -3.96
S -1.56 1.22 -1.58
O -1.87 2.58 -1.89
O -2.31 0.55 -0.54
N -0.03 1.08 -1.00
C 1.16 1.52 -1.48
N 1.27 2.22 -2.60
C 2.49 2.60 -2.97
C 3.64 2.25 -2.26
C 3.43 1.50 -1.13
N 2.21 1.15 -0.72
H -1.38 -1.80 -7.27
H -1.24 -3.19 -6.27
H -1.54 0.42 -6.38
H -1.69 1.87 -4.36
H -1.35 -1.58 -1.85
H -1.22 -3.04 -3.86
H 2.54 3.19 -3.87
H 4.62 2.55 -2.59
H 4.27 1.16 -0.52
*
```

- energy relative to the best compared isomer or geometry (same formula, charge and spin) (kJ/mol) = 54.09
- HOMO-LUMO gap (eV) = 5.21
- DFT total energy (eV) = -80874.9261
- strongest force on any atom (Eh/bohr) = 0.0308

Entry 3:
Molecular formula: C2H4N2OS
Method: DFT, ωB97M-V/def2-TZVPD

The geometry in ORCA input format:
```
! RIJCOSX wB97M-V def2-TZVPD def2/J DEFGRID3
* xyz 0 1
H -0.08 2.08 -1.01
N 0.41 1.23 -0.82
C -0.08 0.14 -0.54
S -2.03 -0.23 -0.38
C 0.89 -1.00 -0.34
N 2.41 -0.74 -0.46
O 2.83 0.36 -0.32
H -2.25 1.10 -0.39
H 0.75 -1.44 0.65
H 0.64 -1.80 -1.05
*
```

- energy relative to the best compared isomer or geometry (same formula, charge and spin) (kJ/mol) = 442.73
- structure (SMILES) = [H]/N=C(\S)CN=O
- HOMO-LUMO gap (eV) = 8.80
- DFT total energy (eV) = -17998.0708
- strongest force on any atom (Eh/bohr) = 0.0426

Entry 4:
Molecular formula: C5H13N2O
Method: DFT, ωB97M-V/def2-TZVPD

The geometry in ORCA input format:
```
! RIJCOSX wB97M-V def2-TZVPD def2/J DEFGRID3
* xyz 1 1
N -0.55 -2.43 -0.23
C 0.02 -2.02 0.90
N 1.12 -1.34 0.95
C 1.72 -0.61 -0.15
C 1.01 0.69 -0.65
C -0.11 1.27 0.23
C -1.38 1.59 -0.50
O -2.33 2.16 0.43
H -0.59 -1.76 -1.00
H -1.41 -2.96 -0.16
H -0.36 -2.39 1.85
H 1.50 -1.23 1.88
H 1.76 -1.31 -0.98
H 2.75 -0.37 0.07
H 0.67 0.58 -1.68
H 1.82 1.39 -0.79
H -0.33 0.57 1.05
H 0.27 2.12 0.79
H -1.27 2.29 -1.32
H -1.88 0.68 -0.82
H -2.44 3.08 0.14
*
```

- energy relative to the best compared isomer or geometry (same formula, charge and spin) (kJ/mol) = 140.45
- structure (SMILES) = N/C=[NH+]\CCCCO
- HOMO-LUMO gap (eV) = 9.73
- DFT total energy (eV) = -10416.7402
- strongest force on any atom (Eh/bohr) = 0.0331

Taking the records one at a time from the top gives LUMO energy values of 1.948 -7.194 0.074 -3.844 eV.